This record from the OMol25 dataset describes C31H28F5N5O2SSeTc as an isolated structure. The level of theory is ωB97M-V with the def2-TZVPD basis set.

Its total charge is +2. Its orbital gap (alpha / beta) is 6.15 / 5.29 eV. As for the spin multiplicity: 2. The value obtained for the HOMO energy (alpha / beta) is -0.4867 / -0.4796 hartree. For the LUMO energy (alpha / beta), the calculation gives -0.261 / -0.285 Eh.

Last column: Mulliken spin population.
Element x y z (Å)
Tc (0.53, -1.00, -0.67)  0.456
C (-2.47, 4.00, -4.20)  -0.002
C (-1.53, 3.21, -3.34)  0.013
C (-1.12, 3.67, -2.09)  -0.008
C (-0.17, 2.97, -1.34)  -0.006
C (0.42, 3.49, -0.14)  -0.002
N (-0.22, 3.90, 0.91)  0.002
C (-1.60, 3.58, 1.27)  -0.002
C (-1.60, 2.81, 2.60)  0.004
C (-0.93, 1.44, 2.43)  -0.025
N (-0.70, 0.81, 3.72)  0.003
C (0.35, 0.16, 4.15)  0.005
C (1.55, -0.26, 3.51)  0.010
C (2.64, -0.45, 4.39)  0.000
C (3.88, -0.85, 3.98)  0.002
C (5.03, -1.00, 4.94)  0.000
C (4.04, -1.12, 2.62)  -0.006
C (3.00, -1.04, 1.70)  0.016
C (3.30, -1.45, 0.36)  0.004
N (2.52, -1.53, -0.65)  -0.005
C (3.11, -1.96, -1.93)  0.021
C (2.22, -2.97, -2.65)  -0.001
C (1.06, -2.31, -3.41)  -0.023
N (0.58, -1.09, -2.74)  0.032
C (0.26, -0.09, -3.48)  -0.062
C (-0.16, 1.21, -3.01)  0.090
C (-1.00, 2.00, -3.80)  -0.014
C (0.28, 1.70, -1.76)  -0.023
O (1.00, 0.99, -0.94)  0.015
C (1.69, -0.61, 2.12)  -0.029
O (0.68, -0.62, 1.33)  -0.007
H (-2.98, 4.78, -3.64)  0.000
H (-3.23, 3.35, -4.64)  0.000
H (-1.94, 4.48, -5.02)  0.001
H (-1.49, 4.62, -1.72)  0.000
H (1.50, 3.53, -0.09)  0.001
H (0.32, 4.33, 1.65)  0.000
H (-2.04, 2.97, 0.48)  0.003
H (-2.18, 4.50, 1.37)  0.000
H (-2.64, 2.68, 2.91)  -0.001
H (-1.10, 3.40, 3.37)  0.001
H (0.03, 1.54, 1.92)  -0.001
H (-1.56, 0.81, 1.82)  0.026
H (-1.45, 0.91, 4.38)  0.000
H (0.31, -0.05, 5.21)  0.000
H (2.49, -0.22, 5.44)  0.000
H (4.71, -0.88, 5.97)  0.000
H (5.80, -0.25, 4.74)  0.000
H (5.49, -1.98, 4.83)  0.000
H (5.01, -1.46, 2.28)  0.000
H (4.34, -1.75, 0.22)  -0.001
H (4.10, -2.39, -1.76)  0.000
H (3.24, -1.06, -2.55)  -0.002
H (1.86, -3.69, -1.93)  0.004
H (2.83, -3.52, -3.37)  -0.001
H (0.23, -3.00, -3.49)  -0.006
H (1.39, -2.05, -4.42)  0.004
H (0.30, -0.21, -4.56)  0.001
H (-1.30, 1.65, -4.78)  0.000
F (-6.28, -4.14, -1.17)  0.005
C (-5.30, -3.28, -1.05)  0.042
C (-5.38, -2.25, -0.12)  -0.014
F (-6.45, -2.15, 0.65)  -0.001
C (-4.34, -1.35, -0.01)  0.026
F (-4.40, -0.38, 0.91)  0.002
C (-3.21, -1.45, -0.81)  0.020
Se (-1.84, -0.15, -0.65)  0.454
C (-3.16, -2.47, -1.75)  0.002
F (-2.10, -2.55, -2.57)  -0.003
C (-4.18, -3.39, -1.87)  -0.015
F (-4.10, -4.37, -2.76)  -0.001
S (-0.25, -3.25, -0.22)  -0.002
C (0.81, -3.60, 1.02)  0.001
N (1.54, -3.85, 1.88)  0.000

This record from the OMol25 dataset describes C31H29F5N2O6PSnTe as an isolated structure. The level of theory is ωB97M-V with the def2-TZVPD basis set.

Its total charge is -1. Its energy above the lowest of the compared OMol25 structures with the same formula, charge and spin is 0.000 eV. Its orbital gap is 7.83 eV. The value obtained for the HOMO energy is -0.1964 hartree. For the LUMO energy, the calculation gives 0.091 Eh.

Last column: Mulliken charge in e.
Element x y z (Å)
Sn (-0.56, -0.78, 1.55)  1.904
O (0.24, 0.58, 3.06)  -0.930
C (1.44, 0.99, 3.38)  0.248
C (1.62, 2.33, 3.78)  -0.489
C (2.84, 2.81, 4.20)  -0.430
C (3.95, 1.97, 4.25)  -0.726
C (3.81, 0.66, 3.86)  -0.876
C (2.58, 0.14, 3.42)  0.470
C (2.50, -1.25, 3.00)  -0.013
N (1.72, -1.75, 2.07)  0.528
C (2.03, -3.08, 1.95)  -0.497
C (3.01, -3.40, 2.83)  -0.868
N (3.31, -2.23, 3.49)  -0.045
H (0.75, 2.97, 3.74)  0.429
H (2.94, 3.85, 4.49)  0.376
H (4.92, 2.34, 4.57)  0.378
H (4.67, 0.01, 3.86)  0.374
H (1.50, -3.71, 1.25)  0.443
H (3.50, -4.33, 3.06)  0.434
H (3.94, -2.13, 4.26)  0.222
C (-4.54, -0.12, 0.96)  -1.755
C (-3.48, 0.98, 0.80)  1.769
C (-4.09, 2.37, 0.87)  -1.764
O (-2.48, 0.84, 1.81)  -0.550
C (-2.81, 0.77, -0.58)  -0.366
O (-3.40, 1.14, -1.58)  -0.745
O (-1.67, 0.18, -0.54)  0.000
H (-5.05, -0.01, 1.92)  0.514
H (-4.06, -1.10, 0.93)  0.286
H (-5.27, -0.06, 0.15)  0.394
H (-4.84, 2.43, 1.67)  0.424
H (-4.56, 2.61, -0.08)  0.306
H (-3.30, 3.10, 1.07)  0.330
H (-2.90, 0.57, 2.64)  0.284
O (0.90, 0.43, -0.19)  -1.008
P (0.39, 0.41, -1.60)  0.994
C (-0.44, 1.91, -2.18)  0.426
C (-0.61, 2.94, -1.26)  -0.496
C (-1.29, 4.09, -1.63)  -0.621
C (-1.81, 4.20, -2.91)  -0.512
C (-1.62, 3.19, -3.83)  -0.842
C (-0.92, 2.05, -3.48)  -0.131
C (1.91, 0.59, -2.65)  0.622
C (1.99, 0.11, -3.95)  -0.158
C (3.13, 0.35, -4.71)  -0.767
C (4.19, 1.07, -4.17)  -0.474
C (4.12, 1.53, -2.87)  -0.655
C (2.98, 1.29, -2.11)  -0.578
C (-0.19, -1.20, -2.20)  1.010
C (-1.36, -1.41, -2.92)  -0.713
C (-1.70, -2.71, -3.28)  -0.947
C (-0.90, -3.78, -2.91)  -0.591
C (0.26, -3.56, -2.18)  -0.699
C (0.62, -2.27, -1.83)  -0.015
H (-0.21, 2.80, -0.26)  0.444
H (-1.42, 4.89, -0.91)  0.426
H (-2.37, 5.09, -3.18)  0.364
H (-2.02, 3.28, -4.83)  0.392
H (-0.77, 1.26, -4.20)  0.358
H (1.17, -0.46, -4.37)  0.323
H (3.20, -0.03, -5.72)  0.402
H (5.07, 1.27, -4.77)  0.364
H (4.96, 2.06, -2.44)  0.413
H (2.91, 1.63, -1.08)  0.421
H (-2.01, -0.58, -3.15)  0.447
H (-2.62, -2.88, -3.82)  0.430
H (-1.18, -4.79, -3.19)  0.380
H (0.87, -4.40, -1.87)  0.413
H (1.52, -2.07, -1.25)  0.458
F (-2.92, -4.03, 4.80)  -0.434
Te (-2.16, -3.52, 3.13)  2.113
F (-1.37, -3.66, 1.40)  -0.490
F (-3.78, -3.98, 2.27)  -0.449
F (-1.89, -5.40, 3.05)  -0.412
F (-0.41, -3.60, 3.87)  -0.462
O (-2.44, -1.80, 3.28)  -0.800

This record from the OMol25 dataset describes C31H29N7NdS7 as an isolated structure. The level of theory is ωB97M-V with the def2-TZVPD basis set.

Its total charge is +1. Its energy above the lowest of the compared OMol25 structures with the same formula, charge and spin is 1.157 eV. Its orbital gap (alpha / beta) is 7.84 / 7.97 eV. As for the spin multiplicity: 4. The value obtained for the HOMO energy (alpha / beta) is -0.3626 / -0.3635 hartree. For the LUMO energy (alpha / beta), the calculation gives -0.074 / -0.071 Eh.

Last column: Mulliken spin population.
Element x y z (Å)
Nd (-1.17, -0.50, -2.04)  3.053
S (-0.60, -2.77, -3.49)  -0.013
C (1.00, -2.78, -4.23)  0.002
C (1.39, -3.92, -4.94)  0.000
C (2.55, -3.99, -5.68)  0.000
C (3.37, -2.90, -5.72)  0.000
C (3.07, -1.78, -4.97)  0.000
C (1.89, -1.69, -4.25)  -0.002
S (1.39, -0.16, -3.50)  -0.006
C (2.41, -0.08, -2.03)  0.001
C (2.05, -0.87, -0.81)  -0.007
C (3.02, -1.53, -0.16)  -0.001
C (2.76, -2.11, 1.10)  0.001
C (1.51, -1.93, 1.65)  0.000
C (0.54, -1.21, 0.94)  -0.001
C (-0.81, -0.98, 1.58)  0.000
S (-2.15, -0.19, 0.58)  -0.008
C (-1.88, 1.55, 0.97)  -0.004
C (-2.50, 1.95, 2.15)  0.001
C (-2.29, 3.24, 2.64)  0.000
C (-1.44, 4.09, 1.95)  0.000
C (-0.80, 3.66, 0.77)  0.001
C (-1.14, 2.44, 0.20)  0.004
S (-0.64, 2.18, -1.46)  -0.015
N (0.80, -0.77, -0.31)  0.002
H (0.73, -4.80, -4.93)  0.000
H (2.82, -4.90, -6.25)  0.000
H (4.32, -3.00, -6.21)  0.000
H (3.71, -0.91, -4.99)  0.000
H (2.31, 0.93, -1.71)  0.001
H (3.42, -0.24, -2.33)  0.000
H (4.00, -1.65, -0.62)  0.000
H (3.54, -2.70, 1.58)  0.000
H (1.33, -2.25, 2.65)  0.000
H (-0.63, -0.32, 2.47)  0.000
H (-1.25, -1.92, 1.97)  0.000
H (-3.09, 1.23, 2.70)  0.000
H (-2.74, 3.61, 3.53)  0.000
H (-1.28, 5.09, 2.29)  0.000
H (-0.17, 4.33, 0.24)  0.000
N (-3.18, 2.34, -3.64)  0.000
C (-3.85, 1.21, -3.56)  -0.001
N (-3.56, 0.20, -2.75)  -0.001
C (-4.46, -0.83, -2.90)  -0.002
C (-5.35, -0.65, -3.90)  0.000
S (-5.14, 0.90, -4.67)  0.000
C (-4.32, -2.02, -2.05)  0.000
C (-5.27, -2.87, -1.57)  -0.001
S (-4.50, -4.15, -0.73)  0.000
C (-2.98, -3.45, -0.99)  0.000
N (-3.02, -2.35, -1.70)  -0.002
N (-1.80, -3.96, -0.50)  0.000
H (-2.39, 2.51, -3.02)  0.000
H (-3.42, 2.97, -4.36)  0.000
H (-6.08, -1.37, -4.24)  0.000
H (-6.36, -2.89, -1.67)  0.000
H (-1.86, -4.93, -0.30)  0.000
H (-1.01, -3.82, -1.16)  0.000
C (3.43, 4.64, 5.38)  0.000
C (2.81, 3.40, 4.89)  0.000
C (2.23, 2.46, 5.65)  0.000
C (1.68, 1.33, 4.99)  0.000
N (1.75, 1.14, 3.70)  0.000
C (2.38, 2.07, 2.93)  0.000
S (2.56, 1.88, 1.30)  0.000
N (2.87, 3.20, 3.53)  0.000
C (0.95, 0.29, 5.79)  0.000
H (3.30, 4.70, 6.46)  0.000
H (3.02, 5.52, 4.93)  0.000
H (4.49, 4.61, 5.17)  0.000
H (2.19, 2.53, 6.73)  0.000
H (3.28, 3.89, 2.92)  0.000
H (1.64, -0.32, 6.37)  0.000
H (0.38, -0.37, 5.16)  0.000
H (0.24, 0.76, 6.48)  0.000

| no. | electronic energy (Eh) |
| --- | --- |
| 1 | -5001.59135 |
| 2 | -3082.91707 |
| 3 | -4930.74612 |